Density functional theory data (ωB97M-V/def2-TZVPD) for a cluster of 2 separate species, C3H2F5N in total.

Positions of all 11 atoms, in Å:
1 F -4.213 2.207 0.400
2 N -0.854 0.027 -0.458
3 C -3.366 3.022 -0.245
4 H 0.019 -0.110 -0.913
5 H -1.457 -0.765 -0.630
6 F 0.373 1.066 1.434
7 F -0.681 2.418 -0.920
8 F -3.720 2.853 -1.532
9 F -1.519 0.133 1.878
10 C -0.814 0.788 0.923
11 C -1.509 1.523 -0.227

For the molecular weight, the calculation gives 147.05 g mol⁻¹. The energy above the lowest of the compared OMol25 structures with the same formula, charge and spin is 490.04 kJ/mol.